Entry 1:
A cluster of 2 separate species, C3H3ClO2 in total in a non-equilibrium geometry, computed with ωB97M-V with the def2-TZVPD basis set.

Structure (XYZ):
```
9
Properties=species:S:1:pos:R:3
C -1.840 0.732 -0.038
O -1.789 1.909 -0.279
O -0.073 -1.959 0.460
C 0.246 -0.859 0.187
H 2.242 -0.679 -0.339
C 1.450 -0.089 -0.073
Cl -3.329 -0.125 0.186
H 1.296 0.648 -0.845
H 1.797 0.423 0.742
```

Values from the calculation:
Highest occupied orbital energy (spin up / spin down): -8.44 / -8.03 eV
Calculated total energy: -19773.79051 eV
Lowest unoccupied orbital energy (spin up / spin down): -0.097 / -0.603 eV
Energy relative to the best compared isomer or geometry (same formula, charge and spin): 66.8 kcal/mol
Multiplicity: 1

These are the Löwdin partial charges, in e, on atoms 1 to 8: -0.7129, -0.0602, 0.1456, -0.1713, 0.0658, -0.0207, 0.5809, 0.0995

Entry 2:
An isolated molecule of C3H3ClO2 in a non-equilibrium geometry, computed with ωB97M-V with the def2-TZVPD basis set.

Structure (XYZ):
```
9
Properties=species:S:1:pos:R:3
C 0.127 0.392 0.541
H -1.913 0.606 -0.056
O 1.107 0.516 -1.371
Cl 2.630 -0.878 0.158
O 0.262 1.239 1.346
H -0.952 -0.547 -0.945
C 1.272 -0.015 -0.304
H -1.416 -1.058 0.631
C -1.117 -0.254 0.000
```

Values from the calculation:
Highest occupied orbital energy: -10.10 eV
Calculated total energy: -19775.85502 eV
Lowest unoccupied orbital energy: 0.248 eV
Energy relative to the best compared isomer or geometry (same formula, charge and spin): 19.2 kcal/mol
SMILES string: CC(=O)C(=O)Cl
Multiplicity: 1

These are the Löwdin partial charges, in e, on atoms 1 to 8: -0.4804, 0.1478, 0.0830, 0.8103, 0.1521, 0.0303, -0.8462, 0.0866

Entry 3:
A cluster of 2 separate species, C3H3ClS in total in a non-equilibrium geometry, computed with ωB97M-V with the def2-TZVPD basis set.

Structure (XYZ):
```
8
Properties=species:S:1:pos:R:3
C 0.888 0.349 -0.739
C 2.817 -0.533 -0.422
H -1.847 -0.699 -0.726
H -2.279 -0.140 0.987
H -1.687 0.906 -0.157
Cl 3.586 0.648 0.526
C -1.655 -0.049 0.129
S 0.177 -0.483 0.402
```

Values from the calculation:
Highest occupied orbital energy (spin up / spin down): -8.12 / -8.12 eV
Calculated total energy: -26509.41358 eV
Lowest unoccupied orbital energy (spin up / spin down): -0.950 / -0.949 eV
Energy relative to the best compared isomer or geometry (same formula, charge and spin): 151.0 kcal/mol
Multiplicity: 1

Which charges does Löwdin predict for the atoms? In e, they are: -0.4967, -0.4768, 0.0375, 0.0286, -0.0264, 0.4915, -0.2969, 0.7391

> Which value of calculated total energy does entry 2 give?

-19775.85502 eV